1.
89
Properties=species:S:1:pos:R:3:forces:R:3 method="wB97M-V/def2-TZVPD" e_homo_ev=-8.3 lumo_energy_ha=-0.0591
C 1.866 -1.963 2.803 -0.4 0.4 0.2
C 2.413 -1.865 1.261 0.7 -0.5 0.0
P 2.474 0.012 0.757 -0.8 0.7 -0.3
C 4.198 0.765 1.268 0.8 -0.4 0.2
C 2.228 0.187 -1.168 -0.1 0.0 -4.6
C 0.884 0.979 -1.774 1.7 -1.2 -2.3
C -0.303 1.604 -0.826 0.6 0.8 0.6
C -0.941 0.561 0.265 0.2 -0.6 0.4
C -2.528 0.211 0.056 -3.5 -1.9 -0.6
C -3.799 1.214 0.311 -0.6 -4.2 -1.2
C -5.345 0.633 0.084 2.0 -2.5 -0.5
C -5.678 -0.929 -0.376 4.5 1.4 0.4
C -4.398 -1.921 -0.650 0.5 4.2 1.4
C -2.870 -1.353 -0.428 -2.9 1.7 0.5
C 0.727 1.149 -3.430 2.9 -1.9 0.2
Cl -0.759 2.022 -4.208 2.4 -1.4 1.6
C 1.833 0.564 -4.501 0.4 -0.4 3.4
C 3.154 -0.244 -3.876 -2.1 1.2 1.4
C 3.336 -0.439 -2.252 -1.6 1.5 -1.8
C 4.686 -1.291 -1.775 -1.1 -0.4 -0.3
C 4.189 -2.885 -1.746 0.1 0.1 -1.1
C 5.300 -3.909 -1.117 0.0 -0.2 -0.2
C 4.948 -4.508 0.366 2.1 -0.2 0.0
N 3.601 -5.182 0.491 0.0 1.7 3.5
C 3.120 -5.210 1.956 -4.5 -0.6 0.8
N 1.768 -5.477 2.138 5.3 0.8 -0.6
N 4.018 -5.010 3.157 -0.9 1.3 -1.3
C 4.240 -0.793 -5.017 1.7 -3.1 0.0
O 4.923 -1.937 -4.925 -4.0 7.0 -0.4
C 4.391 0.206 -6.351 -3.5 2.0 -1.0
C 3.204 0.967 -6.914 2.6 -2.1 1.8
C 3.321 1.999 -8.199 0.0 0.7 1.2
C 1.730 0.743 -6.155 -3.4 -0.4 -2.5
O 0.598 0.676 -6.860 7.0 0.6 4.5
H 0.805 -1.440 2.841 2.3 -1.0 0.1
H 1.720 -3.056 3.201 0.4 2.0 -1.1
H 2.600 -1.422 3.566 -1.6 -0.9 -1.7
H 3.521 -2.235 1.193 -2.2 0.2 0.0
H 1.709 -2.450 0.495 1.6 1.3 1.8
H 4.848 1.063 0.342 -1.1 -0.7 1.8
H 4.021 1.720 1.921 0.1 -1.9 -1.3
H 4.737 -0.044 1.957 -0.9 1.8 -1.6
H 0.205 2.491 -0.210 -1.0 -2.0 -1.4
H -1.196 2.091 -1.405 2.0 -1.1 0.6
H -0.720 0.995 1.355 -0.7 -1.0 -2.4
H -0.320 -0.450 0.180 -1.6 2.0 0.2
H -3.623 2.315 0.668 -0.4 -2.4 -0.8
H -6.309 1.310 0.275 2.6 -1.5 -0.4
H -6.785 -1.348 -0.507 2.7 1.2 0.4
H -4.602 -3.029 -0.979 0.6 2.4 0.7
H -1.984 -2.127 -0.606 -2.0 2.0 0.4
H 5.076 -0.990 -0.713 -1.0 -0.4 -1.9
H 5.578 -1.123 -2.534 -2.1 -0.4 1.5
H 3.141 -2.896 -1.226 2.1 -0.1 -0.7
H 3.998 -3.246 -2.867 0.4 1.1 2.4
H 6.354 -3.352 -1.099 -2.3 -1.3 0.2
H 5.441 -4.825 -1.852 -0.4 1.9 1.5
H 5.158 -3.675 1.180 -0.6 -1.5 -1.6
H 5.760 -5.357 0.581 -1.7 1.9 -0.4
H 2.837 -4.673 -0.004 0.9 -0.6 0.5
H 1.520 -5.489 3.152 0.6 0.1 -0.9
H 4.381 -4.010 3.206 -0.4 -1.7 -0.5
H 3.486 -5.116 4.061 0.4 -0.1 -1.7
H 5.437 0.377 -6.875 -2.3 -0.8 1.3
H 3.155 3.092 -7.749 0.3 -2.4 -0.9
H 2.480 1.859 -9.004 1.8 -0.1 1.7
H 4.418 2.028 -8.665 -2.5 -0.5 1.0
N -1.630 2.301 3.878 -0.9 -0.2 0.3
C -2.309 1.133 3.879 0.5 0.8 0.0
C -3.560 0.969 4.451 -0.1 0.2 0.2
C -4.153 2.068 5.064 0.0 0.0 0.0
C -3.478 3.285 5.081 -0.1 -0.3 0.0
C -2.231 3.351 4.479 0.4 -0.6 -0.4
H -1.804 0.304 3.392 -0.1 0.0 0.0
H -4.061 0.008 4.420 0.1 0.1 0.0
H -5.132 1.978 5.524 0.1 0.0 -0.1
H -3.912 4.160 5.551 0.0 -0.1 -0.1
H -1.666 4.279 4.463 -0.1 0.0 0.0
N -6.271 4.114 2.991 -0.9 0.3 -0.5
C -6.329 3.943 1.652 0.1 0.1 1.0
C -7.434 4.269 0.881 -0.2 0.1 0.1
C -8.549 4.799 1.520 0.0 0.0 0.0
C -8.521 4.985 2.899 0.0 0.0 -0.3
C -7.369 4.632 3.584 0.8 -0.4 -0.3
H -5.435 3.523 1.200 -0.1 0.1 0.0
H -7.424 4.113 -0.191 0.0 0.0 0.1
H -9.434 5.066 0.949 0.1 0.0 0.1
H -9.374 5.396 3.426 0.1 0.0 0.0
H -7.296 4.762 4.660 0.0 0.0 -0.1

***

2.
45
Properties=species:S:1:pos:R:3:forces:R:3 method="wB97M-V/def2-TZVPD" charge=-2 e_above_lowest_kcal_mol=81.8 s2=0.764 e_homo_ev="-1.3 / -1.1" multiplicity=2 lumo_energy_ha="0.1503 / 0.1505"
Ag -1.656 0.143 1.313 -1.3 -0.6 0.4
C 0.779 3.277 -2.198 -1.6 -2.6 3.5
O 2.170 2.917 -2.051 1.4 0.1 -1.4
O 0.184 2.969 -0.929 1.1 2.1 -3.6
C 0.653 4.705 -2.858 0.4 -1.0 3.4
F 1.283 5.641 -2.146 2.0 0.6 0.5
F 1.127 4.721 -4.082 0.6 0.0 -1.8
F -0.552 5.208 -2.859 -2.6 -0.3 -0.9
C 2.930 2.344 -3.154 -1.3 1.4 0.3
C 4.303 2.227 -2.638 1.2 -0.5 0.8
H 5.031 1.928 -3.392 -0.1 -0.2 -0.2
H 4.595 3.220 -2.296 0.1 -0.1 0.2
H 4.365 1.522 -1.810 0.1 0.1 0.2
H 3.065 3.020 -3.998 -0.7 0.4 -0.3
H 2.497 1.437 -3.575 -0.2 -0.3 0.4
H 0.397 2.563 -2.928 -0.4 0.0 -0.8
P -4.970 -1.426 2.477 -0.8 -0.8 -1.5
O -4.710 -0.053 1.814 0.0 2.0 -0.6
O -5.912 -2.263 1.581 1.1 0.2 1.0
O -5.706 -0.941 3.756 0.3 0.0 0.2
O -3.543 -1.946 2.674 0.8 -1.0 0.3
C 2.697 -0.652 1.126 0.6 0.7 -0.2
O 1.556 -1.275 1.655 0.0 -0.3 0.1
H 2.942 -1.047 0.141 0.0 0.1 -0.3
H 2.558 0.427 1.060 -0.1 -0.1 -0.1
H 3.554 -0.858 1.768 0.3 0.2 0.1
H 1.902 -2.165 1.754 -0.9 -0.4 0.3
C -0.899 -2.445 -2.468 -1.4 0.4 -0.1
O -1.880 -1.701 -1.696 1.3 -0.1 -0.1
H -1.482 -2.978 -3.219 0.4 -0.3 -0.3
H -0.222 -1.753 -2.970 -0.1 0.2 0.1
H -0.293 -3.152 -1.902 -0.3 0.0 0.4
H -2.750 -2.093 -1.805 0.1 -0.1 0.1
C -2.230 -6.068 0.295 -0.2 0.0 -0.3
O -1.423 -5.140 0.966 0.4 0.1 0.0
H -2.905 -5.623 -0.435 -0.1 0.4 -0.1
H -1.570 -6.717 -0.281 0.0 -0.2 0.2
H -2.862 -6.632 0.981 0.1 -0.3 0.1
H -1.984 -4.498 1.407 -0.2 0.4 0.2
C 0.170 2.298 5.205 -0.9 0.4 -0.5
O -0.960 1.735 4.483 1.5 0.3 0.3
H 1.023 2.518 4.563 -0.2 -0.7 -0.5
H -0.087 3.306 5.529 -0.2 0.0 0.6
H 0.496 1.665 6.031 -0.1 0.0 0.1
H -1.678 1.635 5.111 -0.1 -0.1 0.0

***

3.
21
Properties=species:S:1:pos:R:3:forces:R:3 method="wB97M-V/def2-TZVPD" charge=+1 e_above_lowest_kcal_mol=5.4 s2=0.756 e_homo_ev="-14.4 / -14.4" multiplicity=2 lumo_energy_ha="-0.1604 / -0.3460"
C -1.037 -1.326 -1.612 0.8 -1.2 -0.9
C -0.066 -0.578 -0.706 -1.3 1.3 -0.7
C 1.257 -1.190 -0.351 -1.1 -0.9 0.1
N 1.783 -2.145 -1.095 0.5 0.9 0.2
O 1.716 -0.867 0.769 0.6 -0.2 -0.2
H -1.573 -2.131 -1.119 -0.2 0.2 0.1
H -1.687 -0.661 -2.178 -0.3 0.4 0.7
H -0.529 -1.793 -2.454 0.3 -0.3 0.0
H -0.613 -0.313 0.198 0.5 0.1 0.3
H 0.107 0.368 -1.240 0.5 0.1 0.5
H 1.603 -2.006 -2.074 -0.2 -0.6 -0.5
H 2.646 -2.612 -0.839 0.1 0.2 0.0
H 0.097 2.522 2.356 -0.2 -0.1 0.2
H -1.257 3.271 2.210 0.0 -0.1 0.3
O -0.303 3.389 2.251 0.1 0.2 -0.4
H -1.563 2.579 -0.127 -0.2 0.0 0.0
H -0.836 3.381 -1.144 0.1 0.3 -0.3
O -1.419 2.623 -1.079 0.1 -0.3 0.3
H 0.071 -1.485 2.839 0.4 -0.1 0.0
H 1.188 -0.431 2.432 0.5 -0.4 0.2
O 0.415 -0.595 2.963 -1.0 0.6 0.3

***

no.,F_max (eV Å⁻¹),E_tot (eV)
1,8.3,-72397.196
2,4.6,-50564.295
3,2.0,-12992.498